[1]
{"formula": "C35H32Cl2F10GeN4O2Ru", "method": "the ωB97M-V functional and the def2-TZVPD basis", "species": ["Ru", "C", "N", "C", "C", "N", "C", "C", "F", "C", "F", "C", "F", "C", "F", "C", "F", "C", "C", "N", "C", "C", "F", "C", "F", "C", "F", "C", "F", "C", "F", "H", "H", "H", "H", "H", "H", "H", "H", "H", "H", "H", "C", "Ge", "C", "C", "C", "H", "H", "H", "H", "H", "H", "H", "H", "H", "H", "H", "Cl", "C", "C", "C", "C", "C", "Cl", "C", "N", "C", "C", "C", "C", "C", "C", "C", "C", "O", "O", "H", "H", "H", "H", "H", "H", "H", "H", "H", "H"], "positions_angstrom": [[1.18060, -0.94349, 0.28920], [4.13524, -2.02407, 0.01447], [3.29029, -0.83377, 0.15024], [3.57172, -0.13801, 1.42708], [2.91236, -0.87678, 2.56558], [1.51000, -1.11010, 2.21001], [0.61811, -1.45578, 3.20266], [-0.73820, -1.54756, 2.88597], [-1.09925, -1.34542, 1.61607], [-1.72774, -1.81713, 3.80255], [-2.99548, -1.88514, 3.41666], [-1.38863, -2.02185, 5.12693], [-2.32290, -2.27596, 6.02986], [-0.05562, -1.97005, 5.48918], [0.29076, -2.19183, 6.75159], [0.92239, -1.70618, 4.54903], [2.18699, -1.72017, 4.97639], [3.40803, 0.04810, -1.03075], [2.54694, -0.50753, -2.13962], [1.18152, -0.61910, -1.62275], [0.13513, -0.49489, -2.53016], [0.24735, -0.66905, -3.91595], [1.39946, -1.08062, -4.46643], [-0.81601, -0.47554, -4.77763], [-0.64475, -0.65770, -6.08548], [-2.05434, -0.10218, -4.29317], [-3.07571, 0.08094, -5.12212], [-2.21350, 0.06392, -2.93035], [-3.39696, 0.39979, -2.43129], [-1.14033, -0.13382, -2.08863], [-1.34816, 0.02094, -0.78302], [5.18168, -1.70725, -0.00291], [3.90881, -2.55943, -0.90151], [3.97504, -2.69867, 0.84982], [3.15470, 0.86221, 1.36878], [4.65015, -0.06285, 1.61037], [3.00910, -0.25093, 3.45141], [3.40186, -1.83365, 2.77775], [4.44831, 0.13838, -1.36383], [3.04133, 1.02924, -0.73424], [2.90045, -1.49354, -2.46112], [2.62222, 0.15522, -2.99881], [-1.16566, -4.71277, 1.43621], [-0.34451, -4.13905, -0.24893], [-1.78873, -3.42503, -1.36089], [0.36207, -5.73472, -1.14901], [1.24561, -3.00741, 0.03414], [-1.83129, -5.55375, 1.23325], [-1.76793, -3.91871, 1.87407], [-0.42047, -5.03565, 2.16513], [-2.51467, -4.22591, -1.51478], [-1.43908, -3.09237, -2.33887], [-2.30085, -2.60290, -0.86155], [-0.42204, -6.47481, -1.31652], [1.14486, -6.19747, -0.54537], [0.79146, -5.46575, -2.11593], [1.89041, -3.22156, -0.82264], [1.74089, -3.45032, 0.90500], [1.21648, 3.26013, -2.54352], [-0.47063, 3.51350, -2.88920], [-0.84445, 3.76166, -4.19614], [-2.17506, 4.01126, -4.49187], [-3.11761, 3.97075, -3.47824], [-2.73222, 3.69345, -2.17711], [-3.97476, 3.47832, -0.98964], [-1.38620, 3.49470, -1.82494], [-0.97003, 3.22281, -0.53468], [-1.28172, 4.00168, 0.59398], [-1.63619, 5.34106, 0.45668], [-1.89478, 6.11918, 1.57201], [-1.78065, 5.57629, 2.84059], [-1.41893, 4.24472, 2.97900], [-1.18364, 3.43486, 1.87590], [-0.83861, 1.97541, 2.05430], [0.65254, 1.70220, 1.80075], [1.48338, 1.94068, 2.66595], [0.92440, 1.22360, 0.61346], [-0.08677, 3.77812, -4.96797], [-2.47628, 4.22529, -5.50812], [-4.16765, 4.12176, -3.68827], [-0.17203, 2.59978, -0.43496], [-1.68926, 5.77760, -0.53332], [-2.17193, 7.15829, 1.44563], [-1.97540, 6.18169, 3.71619], [-1.32947, 3.80945, 3.96748], [-1.42384, 1.38429, 1.34691], [-1.07165, 1.66697, 3.07406]], "atomic_forces_ev_per_a": [[0.8, -0.5, 0.3], [0.0, -0.1, 0.0], [-1.1, 0.4, 0.1], [0.4, 0.0, 0.1], [-0.1, 0.0, 0.1], [-0.1, -0.1, -0.7], [0.0, 0.1, 0.2], [0.2, 0.0, 0.2], [-0.2, 0.2, -0.7], [0.1, 0.0, 0.1], [-0.2, 0.0, -0.1], [0.1, 0.0, -0.1], [-0.2, -0.1, 0.2], [0.0, 0.0, -0.1], [0.0, 0.0, 0.2], [-0.1, 0.0, -0.1], [0.2, 0.0, 0.2], [0.3, 0.1, -0.1], [0.0, 0.1, 0.0], [-0.2, -0.2, 0.4], [0.1, 0.1, -0.2], [0.0, -0.1, 0.0], [0.0, -0.1, -0.1], [0.0, 0.0, 0.0], [0.0, 0.0, 0.0], [0.0, 0.0, 0.0], [0.0, 0.0, 0.0], [0.0, 0.0, -0.1], [0.0, 0.0, 0.0], [0.1, 0.0, 0.0], [0.0, -0.1, 0.4], [0.0, 0.0, 0.0], [0.0, 0.0, 0.0], [0.0, 0.0, 0.0], [-0.1, 0.1, 0.0], [0.0, -0.1, -0.1], [-0.1, 0.0, 0.0], [0.1, 0.0, 0.0], [0.0, -0.1, 0.1], [-0.1, 0.0, 0.0], [0.0, 0.0, 0.0], [-0.1, 0.1, 0.0], [0.0, 0.0, 0.0], [0.0, -0.1, 0.0], [0.0, 0.1, 0.0], [0.0, 0.0, 0.0], [-0.2, 0.1, 0.0], [0.0, 0.0, 0.0], [0.0, 0.0, 0.0], [0.0, 0.0, 0.0], [0.0, 0.0, 0.0], [0.0, 0.0, 0.0], [0.0, 0.1, 0.0], [0.0, 0.0, 0.0], [0.0, 0.0, 0.0], [0.0, 0.0, 0.0], [0.0, 0.0, 0.0], [0.1, 0.0, 0.0], [0.0, -0.1, 0.0], [0.0, 0.1, 0.1], [0.0, 0.0, -0.1], [0.0, 0.0, 0.0], [0.0, 0.0, 0.0], [0.0, -0.1, 0.0], [0.1, 0.1, 0.0], [0.0, 0.0, -0.1], [-0.1, -0.3, 0.1], [0.1, 0.1, 0.1], [0.0, 0.0, 0.0], [0.0, 0.1, 0.0], [0.0, 0.0, 0.1], [0.0, 0.0, 0.0], [0.0, 0.0, -0.1], [0.1, 0.1, -0.2], [0.0, -0.1, -0.1], [-0.1, -0.2, -0.1], [0.1, 0.2, 0.2], [0.0, 0.0, 0.0], [0.0, 0.0, 0.0], [0.0, 0.0, 0.0], [-0.1, 0.0, 0.0], [0.0, 0.0, 0.0], [0.0, 0.0, 0.0], [0.0, 0.0, 0.0], [0.0, 0.0, 0.0], [0.0, 0.0, 0.1], [0.0, 0.1, 0.0]], "mulliken_charge": [-0.172, -1.372, 0.657, -1.323, -1.349, 1.298, -1.280, 0.379, 0.101, -0.139, -0.337, 0.665, -0.317, 0.214, -0.305, 0.624, -0.332, -1.297, -0.909, 1.603, -2.057, 0.990, -0.378, 0.181, -0.342, 0.819, -0.358, -0.354, -0.420, 1.168, -0.019, 0.353, 0.325, 0.313, 0.423, 0.505, 0.654, 0.613, 0.544, 0.375, 0.357, 0.682, -1.248, 0.430, -1.253, -1.396, -0.973, 0.460, 0.320, 0.359, 0.545, 0.258, 0.336, 0.392, 0.381, 0.380, 0.402, 0.598, -0.204, 0.802, -0.510, -0.658, -0.607, 1.199, -0.184, -1.364, 1.043, 0.230, -0.283, -0.713, -0.748, -0.615, 0.056, -0.548, 0.290, -0.741, -0.272, 0.455, 0.402, 0.447, -0.554, 0.476, 0.395, 0.387, 0.419, -0.120, 0.745], "total_charge": 0, "lumo_energy_ev": [-2.0, -2.0], "homo_ev": [-7.6, -7.6], "e_above_lowest_kcal_mol": 0.0}

=====

[2]
{"formula": "C4H8N2", "method": "the ωB97M-V functional and the def2-TZVPD basis", "species": ["C", "C", "C", "C", "N", "N", "H", "H", "H", "H", "H", "H", "H", "H"], "positions_angstrom": [[-0.67932, 1.15321, 0.51928], [0.10819, -2.41134, -0.79667], [1.17105, -1.60388, -0.16917], [-0.63244, 2.58788, 0.30229], [-0.46722, 0.38107, -0.45348], [-0.14499, -1.39962, 0.25919], [-0.87406, 0.82308, 1.47793], [-0.13870, -2.31976, -1.82398], [-0.06959, -3.35708, -0.33777], [1.76710, -2.05483, 0.66083], [1.83722, -0.81321, -0.62412], [0.39384, 3.05238, 0.66817], [-0.99794, 2.84205, -0.69709], [-1.27313, 3.12006, 1.01457]], "atomic_forces_ev_per_a": [[0.6, -1.0, -1.8], [0.4, 0.8, 1.0], [3.3, -0.2, 1.1], [0.9, 2.7, 1.1], [0.6, -3.1, 0.7], [-2.3, 4.0, -1.0], [-0.2, -1.0, 2.1], [-0.4, 0.5, -0.6], [-0.1, -0.8, -0.2], [-0.3, 0.0, -0.8], [-1.4, -0.8, -0.1], [-1.7, -1.1, -1.5], [0.8, 0.2, 0.1], [-0.4, -0.3, -0.1]], "mulliken_charge": [0.049, -0.265, -0.359, -0.885, -0.440, -0.327, 0.493, 0.279, 0.224, 0.159, 0.254, 0.225, 0.282, 0.311], "total_charge": 0, "lumo_energy_ev": [0.7, 0.7], "homo_ev": [-8.9, -8.9], "e_above_lowest_kcal_mol": 107.1}

=====

no.,energy (Eh)
1,-5813.2054
2,-266.5514